(1)
The following is a DFT calculation (ωB97M-V/def2-TZVPD) of a cluster of 2 separate species, C35H49NP in total at a distorted geometry.

Element x y z (Å)
P  -0.087  -0.231  2.909
N  0.657  1.937  -3.274
C  2.384  4.643  -1.403
C  0.178  3.725  -1.036
C  4.292  -0.292  4.630
C  1.255  5.008  0.709
C  1.257  -0.530  -6.783
C  -1.280  -0.055  -5.714
C  0.143  -0.179  -2.215
C  0.193  -1.385  -7.092
C  2.657  -0.823  2.754
C  1.303  3.878  -1.850
C  0.106  -2.613  -1.915
C  2.367  5.201  -0.123
C  -1.853  1.967  2.617
C  -1.736  -2.116  4.257
C  1.058  0.535  -5.896
C  -1.492  0.577  2.041
C  -1.687  -4.051  -2.754
C  1.366  3.221  -3.209
C  -2.941  -4.099  3.138
C  -2.428  1.988  4.037
C  0.540  -1.302  -1.497
C  -0.408  1.821  -4.299
C  1.436  -0.375  1.902
C  0.965  -3.750  -1.891
C  -0.617  -1.958  3.208
C  -1.083  -1.129  -6.584
C  0.934  0.966  -2.392
C  -0.192  0.727  -5.310
C  3.026  0.120  3.895
C  -2.903  3.373  4.484
C  -1.207  -2.782  -2.425
C  0.157  4.274  0.249
C  -0.870  -5.175  -2.606
C  -2.283  -3.548  4.402
C  0.474  -5.008  -2.248
H  -0.911  -2.386  2.236
H  3.156  1.127  3.496
H  1.326  -1.213  -0.749
H  2.237  -0.686  -7.226
H  5.126  -0.446  3.944
H  -3.326  -5.109  3.311
H  -1.931  -1.754  -6.865
H  -0.437  2.795  -4.813
H  -3.270  1.289  4.104
H  -0.840  -0.177  -2.695
H  -3.390  3.324  5.461
H  1.283  -1.102  1.096
H  4.596  0.467  5.348
H  3.216  5.788  0.224
H  -0.676  3.153  -1.403
H  -2.577  -1.445  4.035
H  -2.068  4.074  4.568
H  -1.668  1.624  4.740
H  -2.368  -0.089  2.116
H  -0.725  4.130  0.871
H  2.416  3.040  -3.473
H  1.803  1.123  -1.749
H  1.134  -5.874  -2.205
H  4.146  -1.223  5.179
H  -2.272  0.191  -5.336
H  -1.465  -4.211  4.706
H  -2.579  2.447  1.949
H  3.528  -0.947  2.098
H  0.278  -2.481  3.587
H  2.003  -3.614  -1.587
H  0.355  -2.243  -7.748
H  1.243  5.431  1.711
H  1.875  1.220  -5.665
H  -1.867  -1.920  -2.489
H  -1.191  0.693  0.989
H  -1.357  -1.807  5.242
H  -3.014  -3.554  5.221
H  -3.786  -3.473  2.829
H  -1.381  1.684  -3.801
H  -3.623  3.799  3.778
H  -2.718  -4.154  -3.083
H  -0.969  2.616  2.612
H  -1.270  -6.169  -2.813
H  0.950  3.890  -3.976
H  2.193  0.182  4.599
H  -2.231  -4.151  2.306
H  2.469  -1.813  3.189
H  3.243  4.771  -2.067
H  1.651  0.625  1.486

ΔE to the lowest compared entry with this formula, charge and spin in kcal/mol: 51.9
E in a.u.: -1758.89767
Frontier orbital gap in eV: 4.8758
Total charge: +1
HOMO in eV: -9.54

---

(2)
The following is a DFT calculation (ωB97M-V/def2-TZVPD) of a structure of composition C35H50As3N4O3PtS2.

Element x y z (Å)
Pt  0.572  -0.274  0.056
As  2.231  3.322  -5.263
As  2.891  -0.506  -0.560
As  0.540  2.286  -0.262
S  -2.801  0.170  0.147
S  -0.550  0.053  3.256
O  -3.655  -0.589  1.009
O  -2.242  1.390  0.684
O  0.141  -0.823  2.202
N  -2.563  -2.887  -0.367
N  -1.520  -0.731  -0.370
N  -0.225  -2.573  -0.108
N  -5.449  1.662  -4.926
C  0.355  3.654  -4.759
C  -3.906  1.949  -1.605
C  1.835  1.828  -6.472
C  3.733  -1.485  4.336
C  3.031  -0.949  6.570
C  -2.687  -4.260  3.335
C  2.740  -0.663  3.821
C  -2.376  -4.192  -0.196
C  2.029  -0.136  6.055
C  -4.333  -2.536  3.648
C  1.874  0.016  4.679
C  -1.486  -2.108  -0.262
C  1.353  0.587  -3.144
C  -4.514  2.297  -2.796
C  -1.135  -4.754  0.073
C  -3.643  0.616  -1.327
C  3.052  -2.083  -1.682
C  -2.016  -2.092  4.146
C  1.686  2.731  -1.809
C  -4.581  -0.029  -3.436
C  -0.739  3.736  -0.449
C  -0.931  -1.142  4.572
C  0.800  0.914  4.140
C  -3.342  -1.673  4.088
C  -4.872  1.315  -3.724
C  -4.007  -3.833  3.273
C  3.459  0.931  -1.756
C  -3.971  -0.377  -2.251
C  3.884  -1.627  5.710
C  3.095  2.258  -3.807
C  2.366  1.613  -2.614
C  -0.068  -3.880  0.087
C  1.633  3.116  1.127
C  4.481  -0.755  0.519
C  -1.692  -3.390  3.762
H  0.009  -1.656  4.768
H  4.404  -2.012  3.666
H  -4.844  -0.794  -4.159
H  4.326  -1.632  1.143
H  3.621  1.476  -4.364
H  1.040  3.291  -2.479
H  3.148  -1.048  7.642
H  0.616  1.064  -3.787
H  -5.860  0.935  -5.481
H  -0.660  -3.723  3.809
H  -4.782  -4.511  2.935
H  -3.258  -4.816  -0.305
H  -3.599  -0.658  4.380
H  1.189  1.601  3.394
H  2.755  1.301  -6.727
H  0.311  1.486  4.933
H  -5.870  2.568  -5.014
H  0.797  0.094  -2.338
H  0.275  4.469  -4.040
H  -0.187  4.673  -0.425
H  -5.359  -2.193  3.585
H  3.869  2.924  -3.419
H  -1.229  -0.534  5.432
H  3.265  -2.938  -1.043
H  2.480  2.483  1.387
H  4.221  0.492  -2.402
H  3.868  -1.955  -2.390
H  -3.752  -1.416  -2.023
H  1.413  2.231  -7.393
H  2.123  -2.271  -2.214
H  1.860  -0.187  -3.727
H  0.948  -4.234  0.231
H  -1.280  3.643  -1.390
H  2.450  3.424  -1.450
H  1.366  0.397  6.731
H  1.994  4.082  0.779
H  -4.718  3.341  -3.016
H  -0.127  3.982  -5.681
H  -3.640  2.706  -0.875
H  -2.429  -5.273  3.049
H  4.668  -2.261  6.108
H  -0.178  2.779  -4.387
H  1.122  1.122  -6.041
H  2.619  -0.554  2.751
H  1.017  3.281  2.009
H  3.961  1.678  -1.138
H  -1.445  3.685  0.376
H  5.329  -0.929  -0.139
H  4.674  0.104  1.157
H  -1.003  -5.815  0.234

ΔE to the lowest compared entry with this formula, charge and spin in kcal/mol: 14.1
E in a.u.: -9431.17989
Frontier orbital gap (alpha / beta) in eV: 7.8438 / 5.8945
<S²>: 2.008
Total charge: +1
Spin multiplicity: 3
HOMO (alpha / beta) in eV: -9.59 / -9.99